1.
Computed, not measured: one molecule with the formula C4H10O2 in a non-equilibrium geometry, with ωB97M-V with the def2-TZVPD basis set.

F_max in hartree/bohr: 0.0657
Charge: 0
HOMO level in eV: -10.05
Energy in eV: -8404.3578
Frontier orbital gap in hartree: 0.402
SMILES: C[C@H](O)CCO
Relative energy (zero: lowest compared OMol25 entry of this formula, charge and spin) in eV: 1.1892

```
16
Properties=species:S:1:pos:R:3:nbo_charge:R:1
C 1.275 1.009 -1.467 -0.63
C 0.386 -0.029 -0.749 0.10
O -0.753 -0.391 -1.567 -0.72
C -0.197 0.411 0.613 -0.44
C -0.970 -0.764 1.278 -0.04
O -1.045 -0.472 2.665 -0.75
H 2.219 1.073 -0.903 0.22
H 1.599 0.626 -2.490 0.20
H 0.746 1.971 -1.607 0.22
H 1.045 -0.892 -0.511 0.15
H -0.360 -0.603 -2.405 0.46
H -0.760 1.313 0.576 0.21
H 0.595 0.590 1.359 0.22
H -2.007 -0.858 0.840 0.17
H -0.405 -1.737 1.082 0.15
H -1.366 -1.246 3.285 0.48
```



2.
Computed, not measured: a 2-piece molecular cluster, C12H20F3N4O5 overall in a non-equilibrium geometry, with ωB97M-V with the def2-TZVPD basis set.

F_max in hartree/bohr: 0.1366
Charge: -1
HOMO level in eV: -4.92
Energy in eV: -37115.5168
Frontier orbital gap in hartree: 0.265

```
44
Properties=species:S:1:pos:R:3:nbo_charge:R:1
C 0.441 1.652 -0.318 -0.36
C 0.496 0.326 -0.363 0.01
C 0.427 -1.301 -0.228 -0.48
C 1.649 -1.963 -1.123 -0.13
C 0.931 -2.603 -2.413 0.72
O 1.354 -2.247 -3.590 -0.69
O -0.110 -3.577 -2.355 -0.85
N 2.608 -2.780 -0.389 -0.51
C 2.552 -4.239 -0.456 -0.27
C 1.539 -5.021 0.539 0.41
N 1.055 -6.260 -0.202 -0.86
N 0.321 -4.287 0.948 -0.88
N 2.184 -5.546 1.797 -0.85
C 3.312 -2.178 0.719 1.12
F 2.898 -2.623 2.046 -0.37
F 4.735 -2.530 0.644 -0.37
F 3.313 -0.721 0.726 -0.33
H 0.486 2.713 0.143 0.26
H 0.539 -1.521 0.893 0.23
H -0.583 -1.671 -0.672 0.28
H 2.219 -1.024 -1.525 0.24
H 3.617 -4.634 -0.163 0.20
H 2.387 -4.709 -1.512 0.26
H 1.852 -6.844 -0.500 0.35
H 0.447 -5.992 -0.996 0.39
H 0.487 -3.564 1.662 0.36
H -0.255 -3.956 0.158 0.41
H 1.922 -4.965 2.614 0.37
H 3.206 -5.642 1.697 0.35
C -5.258 5.046 -0.093 -0.64
C -4.408 5.093 1.164 -0.07
O -3.016 4.972 0.848 -0.49
C -2.432 6.082 0.361 0.98
O -2.971 7.150 0.178 -0.65
O -1.147 5.790 0.085 -0.49
C -0.433 6.859 -0.533 -0.26
H -5.031 4.151 -0.678 0.22
H -6.321 5.047 0.160 0.21
H -5.060 5.906 -0.738 0.22
H -4.660 4.242 1.802 0.19
H -4.596 6.000 1.746 0.19
H -0.509 7.779 0.051 0.19
H -0.805 7.015 -1.549 0.19
H 0.619 6.572 -0.589 0.20
```



3.
Computed, not measured: C21H25BrCrN3OS2 as an isolated structure in a non-equilibrium geometry, with ωB97M-V with the def2-TZVPD basis set.

F_max in hartree/bohr: 0.0542
Charge: -1
HOMO level (alpha / beta) in eV: -4.74 / -4.98
Energy in eV: -148838.0830
Frontier orbital gap (alpha / beta) in hartree: 0.249 / 0.257
<S²>: 6.027
Multiplicity: 5
Relative energy (zero: lowest compared OMol25 entry of this formula, charge and spin) in eV: 0.3891

```
54
Properties=species:S:1:pos:R:3:mulliken_spin:R:1
Cr -0.815 1.851 -2.277 3.81
S -1.553 3.493 -3.860 -0.04
C -1.947 4.203 -2.335 0.00
S -2.401 3.097 -1.090 -0.02
C -1.868 5.571 -2.117 0.03
C -1.442 6.474 -3.125 0.00
N -1.091 7.231 -3.922 0.00
C -2.178 6.145 -0.856 0.00
N -2.424 6.647 0.154 0.00
C 0.934 -5.078 1.943 0.00
C 1.398 -3.740 2.539 0.00
C 0.859 -3.646 3.968 0.00
C 2.933 -3.717 2.606 0.00
C 0.907 -2.592 1.663 0.00
C 1.280 -2.513 0.332 -0.01
C 0.832 -1.477 -0.457 0.03
Br 1.427 -1.563 -2.268 0.00
C -0.016 -0.409 -0.039 -0.02
O -0.392 0.551 -0.841 0.00
C -0.396 -0.517 1.343 0.00
C 0.075 -1.580 2.110 0.00
C -1.314 0.444 2.122 0.00
C -2.535 -0.336 2.639 0.00
C -1.850 1.618 1.315 0.01
C -0.539 1.036 3.311 0.00
H 1.303 -5.913 2.545 0.00
H 1.298 -5.205 0.923 0.00
H -0.156 -5.121 1.924 0.00
H 1.233 -4.487 4.558 0.00
H -0.232 -3.685 3.981 0.00
H 1.185 -2.724 4.453 0.00
H 3.302 -4.554 3.206 0.00
H 3.274 -2.787 3.065 0.00
H 3.373 -3.788 1.611 0.00
H 1.926 -3.257 -0.117 0.00
H -0.245 -1.608 3.143 0.00
H -3.092 -0.753 1.798 0.00
H -3.198 0.338 3.190 0.00
H -2.257 -1.156 3.303 0.00
H -2.454 1.269 0.482 0.00
H -1.045 2.233 0.925 0.00
H -2.478 2.246 1.953 0.00
H -0.182 0.270 4.001 0.00
H -1.183 1.722 3.867 0.00
H 0.324 1.597 2.948 0.00
C 1.214 2.146 -6.916 0.01
C 1.599 1.056 -5.906 0.01
C 0.892 1.224 -4.651 0.22
N 0.333 1.356 -3.662 -0.04
H 1.775 2.016 -7.840 0.00
H 1.428 3.133 -6.511 0.00
H 0.150 2.096 -7.139 0.00
H 2.671 1.079 -5.700 0.01
H 1.357 0.064 -6.293 0.01
```



4.
Computed, not measured: a 2-piece molecular cluster, C4H9NS overall in a non-equilibrium geometry, with ωB97M-V with the def2-TZVPD basis set.

F_max in hartree/bohr: 0.1894
Charge: 0
HOMO level in eV: -8.36
Energy in eV: -16613.2335
Frontier orbital gap in hartree: 0.306
Relative energy (zero: lowest compared OMol25 entry of this formula, charge and spin) in eV: 6.2210

```
15
Properties=species:S:1:pos:R:3:nbo_charge:R:1
C -1.253 0.341 0.143 -0.23
C 0.191 0.301 0.596 -0.28
C 1.098 1.162 -0.354 -0.50
C 1.077 -0.996 0.417 -0.51
H -0.970 -0.427 -1.925 0.37
H -2.062 -1.777 -0.407 0.34
H -2.095 -0.232 0.912 0.20
H -1.521 1.475 0.062 0.19
H 0.268 0.555 1.746 0.22
H 1.804 1.867 0.321 0.24
H 0.458 1.604 -1.149 0.22
H 1.473 -1.471 1.292 0.21
H 0.703 -1.796 -0.327 0.22
N -1.630 -0.412 -0.882 -0.82
S 2.459 -0.194 -0.447 0.12
```



5.
Computed, not measured: C38H74F15N4O15S5V as an isolated structure in a non-equilibrium geometry, with ωB97M-V with the def2-TZVPD basis set.

F_max in hartree/bohr: 0.0998
Charge: +1
HOMO level (alpha / beta) in eV: -7.60 / -9.97
Energy in eV: -197896.3882
Frontier orbital gap (alpha / beta) in hartree: 0.231 / 0.318
<S²>: 3.753
Multiplicity: 4
Relative energy (zero: lowest compared OMol25 entry of this formula, charge and spin) in eV: 4.1416

```
152
Properties=species:S:1:pos:R:3:mulliken_spin:R:1
V -3.884 7.361 -16.472 2.85
C -1.950 17.327 -12.804 0.00
C -3.096 16.203 -12.874 0.00
C -2.437 14.861 -13.272 0.00
N -3.309 13.556 -13.380 0.00
C -3.831 12.983 -12.062 0.00
C -4.487 13.834 -14.350 0.00
C -3.829 13.594 -15.720 0.00
C -2.968 12.382 -15.517 0.00
C -2.575 12.358 -14.004 0.00
H -1.624 17.865 -13.694 0.00
H -1.076 16.885 -12.325 0.00
H -2.200 18.120 -12.099 0.00
H -4.117 16.528 -13.072 0.00
H -3.297 16.142 -11.804 0.00
H -1.701 14.515 -12.547 0.00
H -1.988 14.961 -14.260 0.00
H -4.608 13.642 -11.675 0.00
H -3.027 12.790 -11.352 0.00
H -4.283 12.012 -12.264 0.00
H -5.288 13.136 -14.104 0.00
H -4.786 14.880 -14.293 0.00
H -4.428 13.441 -16.618 0.00
H -3.313 14.506 -16.022 0.00
H -3.407 11.478 -15.938 0.00
H -2.054 12.469 -16.104 0.00
H -3.041 11.445 -13.634 0.00
H -1.501 12.267 -13.842 0.00
C -8.125 5.566 -20.047 0.00
C -8.213 6.306 -21.394 0.00
C -7.840 7.749 -21.051 0.00
N -7.566 8.536 -22.365 0.00
C -6.276 8.029 -23.161 0.00
C -7.527 10.017 -21.996 0.00
C -7.831 10.779 -23.293 0.00
C -8.597 9.805 -24.141 0.00
C -8.800 8.546 -23.227 0.00
H -7.100 5.517 -19.679 0.00
H -8.648 4.611 -20.095 0.00
H -8.699 6.085 -19.279 0.00
H -9.150 6.249 -21.949 0.00
H -7.488 5.821 -22.048 0.00
H -6.947 7.824 -20.430 0.00
H -8.570 8.170 -20.359 0.00
H -5.564 7.747 -22.385 0.00
H -5.914 8.762 -23.881 0.00
H -6.675 7.092 -23.549 0.00
H -6.524 10.187 -21.605 0.00
H -8.120 10.192 -21.098 0.00
H -6.909 10.946 -23.851 0.00
H -8.379 11.711 -23.155 0.00
H -8.040 9.650 -25.065 0.00
H -9.631 10.001 -24.426 0.00
H -8.875 7.624 -23.804 0.00
H -9.691 8.643 -22.607 0.00
C -7.177 5.384 -14.832 0.00
C -7.535 4.226 -13.782 0.00
C -8.468 4.657 -12.591 0.00
N -9.011 3.532 -11.606 0.00
C -7.964 3.064 -10.605 0.00
C -10.156 4.200 -10.769 0.00
C -11.466 3.705 -11.423 0.00
C -11.024 2.269 -11.778 0.00
C -9.604 2.310 -12.359 0.00
H -6.927 6.347 -14.388 0.00
H -7.843 5.593 -15.668 0.00
H -6.166 5.058 -15.078 0.00
H -6.551 3.948 -13.404 0.00
H -8.052 3.418 -14.300 0.00
H -9.285 5.076 -13.178 0.00
H -8.017 5.404 -11.938 0.00
H -8.315 2.148 -10.129 0.00
H -7.648 3.905 -9.989 0.00
H -7.022 2.930 -11.137 0.00
H -10.062 3.820 -9.752 0.00
H -10.115 5.289 -10.755 0.00
H -12.332 3.656 -10.763 0.00
H -11.710 4.228 -12.347 0.00
H -11.126 1.574 -10.944 0.00
H -11.800 1.915 -12.456 0.00
H -9.032 1.410 -12.586 0.00
H -9.730 2.718 -13.362 0.00
C 1.194 5.537 -20.459 0.00
C 1.449 5.314 -18.959 0.00
C 1.046 3.914 -18.510 0.00
N 1.614 3.422 -17.122 0.00
C 1.131 1.946 -16.819 0.00
C 1.406 1.523 -15.376 0.00
C 0.958 2.510 -14.300 0.00
C 1.445 3.872 -14.659 0.00
C 1.024 4.288 -16.036 0.00
C 3.176 3.318 -17.165 0.00
H 1.836 4.710 -20.760 0.00
H 1.404 6.566 -20.753 0.00
H 0.167 5.229 -20.656 0.00
H 0.945 6.053 -18.336 0.00
H 2.463 5.563 -18.647 0.00
H 1.270 3.083 -19.179 0.00
H -0.024 3.862 -18.307 0.00
H 0.046 1.970 -16.913 0.00
H 1.531 1.211 -17.518 0.00
H 0.859 0.580 -15.373 0.00
H 2.479 1.353 -15.286 0.00
H -0.129 2.511 -14.220 0.00
H 1.447 2.293 -13.350 0.00
H 1.082 4.616 -13.949 0.00
H 2.508 4.051 -14.497 0.00
H -0.064 4.257 -16.087 0.00
H 1.278 5.331 -16.227 0.00
H 3.580 2.809 -16.289 0.00
H 3.437 4.373 -17.080 0.00
H 3.538 2.783 -18.043 0.00
C -3.461 4.417 -19.923 0.00
F -2.121 4.315 -20.199 0.00
F -3.939 5.384 -20.658 0.00
F -4.058 3.168 -20.194 0.00
S -3.520 4.979 -18.037 0.03
O -2.422 5.940 -17.671 -0.01
O -4.675 5.731 -17.647 0.06
O -3.519 3.659 -17.395 0.00
C -3.420 10.661 -19.923 0.00
F -2.319 10.100 -20.178 0.00
F -3.350 11.645 -18.974 0.00
F -4.064 11.130 -21.042 0.00
S -4.570 9.293 -19.208 0.01
O -4.542 8.261 -20.278 0.00
O -4.078 8.933 -17.888 0.03
O -5.912 9.945 -19.124 0.00
C -3.272 5.786 -12.148 0.00
F -2.400 5.116 -11.301 0.00
F -4.581 5.692 -11.638 0.00
F -3.026 7.056 -12.146 0.00
S -3.077 5.063 -13.995 0.00
O -4.060 4.019 -14.232 0.00
O -3.361 6.242 -14.791 0.01
O -1.701 4.674 -14.153 0.00
C -7.724 9.618 -15.173 0.00
F -7.673 9.599 -16.477 0.00
F -8.301 10.750 -14.747 0.00
F -8.362 8.565 -14.690 0.00
S -5.853 9.478 -14.420 -0.01
O -5.175 8.451 -15.333 -0.02
O -5.299 10.812 -14.444 0.00
O -6.189 8.867 -13.100 0.00
C 0.503 8.028 -14.891 0.00
F 0.011 6.996 -14.217 0.00
F 1.392 8.750 -14.163 0.00
F 1.114 7.595 -16.017 0.00
S -1.022 9.149 -15.325 -0.01
O -1.743 9.636 -14.120 0.00
O -0.581 10.277 -16.170 0.00
O -1.998 8.231 -16.041 0.02
```



6.
Computed, not measured: C22H35AsN3Pd as an isolated structure, with ωB97M-V with the def2-TZVPD basis set.

F_max in hartree/bohr: 0.0115
Charge: +1
HOMO level in eV: -9.81
Energy in eV: -92165.2078
Frontier orbital gap in hartree: 0.263

```
62
Properties=species:S:1:pos:R:3:nbo_charge:R:1
Pd 0.149 -0.028 0.074 0.70
C -1.113 -1.429 2.220 -0.42
N -0.354 -1.830 0.994 -0.43
C -1.154 -2.798 0.214 -0.41
C 0.894 -2.461 1.471 0.14
C 0.875 -3.666 2.154 -0.23
C 2.035 -4.125 2.755 -0.24
C 3.180 -3.340 2.701 -0.17
C 3.205 -2.147 2.001 -0.25
C 2.064 -1.720 1.307 0.12
N 1.949 -0.615 0.483 -0.60
C 2.982 0.149 -0.040 0.12
C 4.328 -0.227 -0.167 -0.25
C 5.248 0.670 -0.679 -0.17
C 4.869 1.941 -1.093 -0.24
C 3.531 2.292 -1.046 -0.23
C 2.607 1.387 -0.548 0.14
N 1.154 1.659 -0.618 -0.43
C 0.820 1.868 -2.053 -0.41
C 0.834 2.881 0.151 -0.41
H -1.300 -2.311 2.835 0.21
H -2.062 -0.979 1.942 0.21
H -0.518 -0.722 2.793 0.23
H -1.528 -3.592 0.861 0.21
H -0.528 -3.229 -0.564 0.23
H -2.000 -2.301 -0.241 0.20
H -0.039 -4.237 2.244 0.22
H 2.036 -5.065 3.287 0.23
H 4.074 -3.662 3.218 0.23
H 4.100 -1.547 1.991 0.23
H 4.643 -1.216 0.119 0.23
H 6.283 0.367 -0.762 0.23
H 5.601 2.638 -1.474 0.23
H 3.215 3.260 -1.413 0.22
H 1.356 2.738 -2.438 0.21
H -0.244 2.041 -2.160 0.20
H 1.118 0.991 -2.621 0.23
H 1.346 3.742 -0.282 0.20
H 1.156 2.750 1.181 0.23
H -0.236 3.053 0.121 0.20
C -4.050 0.679 1.660 -0.62
C -3.748 -0.083 0.373 -0.71
As -2.189 0.506 -0.654 0.95
C -2.845 2.238 -1.309 -0.69
C -2.910 3.420 -0.348 -0.61
C -2.532 -0.541 -2.281 -0.70
C -1.356 -0.712 -3.234 -0.62
H -4.789 0.139 2.251 0.23
H -4.462 1.663 1.454 0.22
H -3.166 0.818 2.286 0.21
H -4.584 -0.016 -0.326 0.23
H -3.606 -1.144 0.579 0.22
H -3.847 2.009 -1.678 0.23
H -2.247 2.477 -2.189 0.22
H -3.634 3.257 0.446 0.22
H -3.220 4.315 -0.889 0.23
H -1.960 3.645 0.130 0.20
H -3.371 -0.052 -2.780 0.23
H -2.896 -1.512 -1.946 0.22
H -1.102 0.222 -3.737 0.21
H -1.603 -1.439 -4.007 0.23
H -0.461 -1.070 -2.719 0.21
```



Question: Among the records above, which one has the lowest F_max?
Answer: C22H35AsN3Pd



Question: energy of number 3 (C21H25BrCrN3OS2)?
Answer: -148838.0830 eV



Question: Which formula does entry 6 have?
Answer: C22H35AsN3Pd



Question: The highest F_max belongs to which entry?
Answer: C4H9NS